No. 1
C26H42N3PtSeSi4Te as an isolated structure. Source: the Open Molecules 2025 dataset; level of theory: ωB97M-V/def2-TZVPD.

The geometry in XYZ format:
```
78
Properties=species:S:1:pos:R:3:forces:R:3:mulliken_charge:R:1
C 1.1401 -5.4065 0.0141 0.103 0.013 0.111 -0.930
C 0.7896 1.7384 -3.4574 0.013 -0.031 0.006 -0.214
H -3.8794 1.7887 -2.0106 -0.016 -0.008 0.007 0.219
H -0.5130 -1.6743 -1.3979 -0.021 0.031 0.001 -0.424
Pt 1.4110 -1.2858 0.6407 -0.079 -0.453 -0.064 0.922
N 3.4226 -1.9300 -5.1026 0.016 0.015 0.006 -0.686
H -3.9069 -1.4018 -0.1629 0.005 -0.003 -0.003 0.409
H 1.4935 -4.0436 6.4922 0.002 0.000 -0.002 0.368
H 2.6091 -6.0080 -1.5418 -0.001 -0.001 -0.004 0.435
C 0.9463 -0.7206 6.1823 0.012 0.016 -0.002 -0.786
H -0.0730 0.2125 4.5369 0.014 0.013 -0.040 0.375
H -0.1348 4.3408 1.9704 0.001 0.003 0.001 0.273
H 1.7311 4.2720 -0.4792 -0.001 0.018 -0.007 0.253
C 2.1641 -1.7406 -3.0613 -0.032 0.024 0.040 -0.035
H -4.2867 3.4723 -0.4233 0.003 -0.004 -0.007 0.301
H -0.8724 5.0815 -2.0317 -0.005 0.001 0.002 0.241
C -2.9441 2.6513 2.3175 0.014 -0.005 0.010 -0.875
C -3.4750 4.1807 -0.2434 -0.001 0.011 0.006 -1.127
H -3.8977 5.0427 0.2817 -0.005 -0.006 0.008 0.369
H 5.2248 -0.9410 -5.1362 0.001 0.003 0.002 0.348
Se 2.9866 -0.1283 -0.7552 0.256 0.191 0.011 -0.212
H -3.6951 0.0364 0.8520 0.001 -0.010 0.004 0.156
H -0.5120 5.2905 0.5329 0.002 -0.004 -0.003 0.235
N 0.0976 -2.3955 1.8756 -0.040 0.107 0.032 -0.054
C 4.3510 -1.1622 -4.5300 -0.008 -0.024 -0.024 -0.437
C 0.2633 -0.7200 4.9723 -0.059 0.029 -0.033 -0.049
H -1.9584 -2.0605 -2.3446 -0.023 0.012 -0.014 0.439
H -1.4877 5.4869 1.9966 0.000 0.000 0.000 0.391
H 0.2815 -4.0379 4.3498 0.016 0.003 0.011 0.335
H -2.9144 1.1267 -3.3299 0.005 0.018 0.008 0.270
C 3.1406 -0.9416 -2.4662 -0.123 -0.161 -0.022 0.238
H 0.5959 -6.3070 0.2548 -0.008 0.002 -0.018 0.446
H -4.2311 0.1731 -2.6386 0.015 -0.012 -0.011 0.370
H -0.7883 -0.8801 -2.9597 0.027 -0.010 0.028 0.221
C 2.5715 -3.9064 -0.8462 0.084 -0.098 0.053 -0.533
H 1.5947 -2.8275 -4.8130 -0.001 0.000 0.002 0.394
H -0.6277 -4.3252 2.0677 -0.044 0.023 -0.013 0.452
H 5.0654 -0.0466 -2.8471 0.002 0.005 0.001 0.397
Si -0.8196 1.7974 -0.3438 -0.029 0.010 0.029 0.249
H -2.2416 2.0265 2.8731 -0.008 0.009 0.005 0.062
C 2.1748 -5.2507 -0.9089 0.061 0.035 0.048 -0.823
N 1.8353 -3.2418 0.0492 -0.075 0.065 0.076 -0.114
H 1.1370 0.2177 6.6881 0.001 -0.003 0.003 0.383
H -1.6191 3.9426 -3.1582 -0.003 -0.003 0.000 0.302
C -0.6634 4.3056 -2.7718 -0.022 0.001 0.016 -1.143
H 1.3756 2.2600 -4.2199 -0.009 0.012 -0.012 0.416
C 4.2643 -0.6574 -3.2447 -0.008 0.031 0.037 -0.614
C -0.7376 -1.9513 2.9888 -0.092 -0.164 -0.004 -1.434
Te 0.6757 1.0477 1.5085 0.000 0.057 0.126 -0.562
H -0.1218 4.7699 -3.6014 0.003 0.000 0.003 0.386
H -1.5599 -2.6680 3.0995 -0.074 0.062 -0.015 0.474
Si -2.2105 0.1079 -1.1692 0.011 0.013 -0.035 0.202
C -3.4266 0.8740 -2.3977 0.005 0.012 0.000 -1.048
H 1.3816 0.8917 -3.1025 -0.071 0.063 -0.014 -0.380
H -3.3037 3.4436 2.9806 -0.007 0.004 -0.004 0.367
H 1.9344 -1.9090 7.6714 -0.005 0.001 0.000 0.363
H -0.1127 1.3475 -3.9351 -0.005 0.006 -0.013 0.279
C 2.3534 -2.2016 -4.3526 0.002 0.017 0.009 -0.501
C 1.3938 -1.9110 6.7330 0.000 0.000 0.001 -0.382
C 0.0637 -3.6507 1.5631 0.132 0.062 0.205 0.312
C 0.9686 -4.1517 0.6058 -0.239 -0.021 -0.367 -0.154
C 1.1490 -3.1076 6.0705 -0.014 0.013 -0.007 -0.728
C 0.4639 -3.1020 4.8666 0.046 0.019 -0.009 -0.295
H 2.4717 4.2142 -2.0917 0.002 -0.003 -0.003 0.344
C -0.9531 4.7588 1.3795 0.005 0.005 -0.004 -0.996
H 3.3598 -3.4202 -1.3948 -0.007 0.046 -0.036 0.641
H -2.4797 -1.2458 0.8706 0.019 -0.016 0.042 -0.151
H 2.5971 2.8241 -0.9868 -0.022 0.023 -0.027 0.170
C -1.2774 -1.2533 -2.0574 -0.036 -0.018 0.011 -0.296
C 1.9436 3.6264 -1.3348 0.007 0.046 0.042 -0.898
Si 0.3689 2.8990 -2.0420 0.065 -0.076 -0.063 0.309
C 0.0168 -1.9097 4.3011 0.083 -0.092 -0.011 0.777
H -1.1622 -0.9746 2.7639 0.099 0.051 -0.022 0.254
C -3.1721 -0.6946 0.2330 -0.028 0.024 0.000 -0.553
H -3.8005 2.0337 2.0381 0.008 -0.007 0.001 0.287
H 1.2677 -2.0054 -2.5163 0.090 0.000 -0.056 0.405
H -3.1069 4.5240 -1.2113 0.000 0.003 -0.003 0.271
Si -2.1107 3.3906 0.7980 -0.007 0.004 -0.034 0.321
```
Positions in Å, forces in eV/Å.

Computed properties:
Gap between HOMO and LUMO (hartree): 0.2470
DFT total energy (Ha): -5127.19901
Charge: -1
Spin multiplicity: 1
Strongest force on any atom (eV/A): 0.465
E_LUMO (eV): 2.474

No. 2
C26H42N4PtSb2 as an isolated structure. Source: the Open Molecules 2025 dataset; level of theory: ωB97M-V/def2-TZVPD.

The geometry in XYZ format:
```
75
Properties=species:S:1:pos:R:3:forces:R:3:mulliken_charge:R:1
H 5.3105 -3.1662 -0.2631 -0.030 0.009 -0.017 0.417
C 4.1569 1.6341 -1.2812 0.056 0.113 0.215 1.230
C 1.4769 3.3777 2.5682 -0.030 -0.098 0.071 -1.321
H 0.3990 -2.1756 2.8826 0.014 -0.001 0.000 0.684
C -3.8817 2.6850 -0.0508 0.021 -0.003 -0.017 -1.770
H -2.2600 -0.3285 4.8031 0.006 0.003 0.005 0.410
H -1.9588 1.4153 4.6248 -0.015 0.016 -0.001 0.345
H -2.5663 -1.6804 2.7783 0.002 -0.001 0.005 0.783
H 2.6732 0.8321 -2.6879 0.005 0.024 -0.028 0.548
H -2.9213 -3.0545 0.8639 0.012 0.002 -0.009 0.333
H -3.5571 3.6079 0.4203 -0.005 0.005 0.000 0.383
C -3.4239 -2.2824 0.2853 -0.009 -0.003 0.008 -1.655
C 5.4428 -2.1776 -0.7033 -0.086 -0.015 0.109 -1.293
H 6.2008 1.0198 -1.6252 0.012 0.008 0.010 0.574
C -2.6166 0.5928 4.3473 0.000 0.042 -0.010 -1.391
H 5.6969 4.3365 1.0034 0.019 -0.015 -0.005 0.459
H 7.1913 2.6909 -0.1126 -0.005 0.002 0.007 0.464
C -0.7402 4.2535 0.2606 -0.050 -0.012 0.051 -1.415
H 0.4042 -4.9222 3.1795 0.001 -0.005 -0.004 0.383
H -0.3737 -4.2986 1.6973 -0.003 0.006 -0.002 0.176
C 0.3070 -5.0579 2.1001 0.013 0.014 0.002 -1.345
H -0.1787 -6.0193 1.9409 -0.006 0.001 0.001 0.451
H -1.2767 4.0069 -0.6529 0.010 0.011 -0.006 0.432
C 6.1193 2.6347 -0.2422 -0.081 0.087 0.038 -0.961
H 5.7860 -1.4629 0.0406 0.049 0.012 -0.033 0.450
C -2.8490 1.5944 2.0051 0.105 0.063 -0.116 -0.793
H -3.6035 0.8139 4.7628 -0.004 -0.028 0.011 0.369
H 2.3914 2.8173 2.7493 0.009 0.016 -0.011 0.423
H 2.4860 -5.2898 -0.6096 0.000 0.025 0.004 0.324
Sb 0.4439 2.6261 0.8859 0.097 0.203 0.091 0.318
C 3.2842 -3.0654 -3.0503 -0.213 -0.052 0.087 -1.170
Pt -0.9732 0.5534 1.4980 -0.172 -0.146 -0.174 0.742
H -1.4441 4.5153 1.0481 0.004 0.030 -0.007 0.409
C 1.6574 -5.0377 1.3913 -0.047 0.033 -0.036 0.714
C 5.5577 1.6956 -1.0699 -0.111 -0.073 -0.192 -0.380
H 1.7005 4.4314 2.4126 0.007 -0.003 -0.017 0.461
N 1.8632 -2.5369 1.3747 0.091 0.033 -0.119 -0.216
H 0.9170 -6.0366 -0.3763 0.008 -0.008 0.000 0.452
H -2.8213 2.5837 2.4458 -0.017 -0.006 0.017 0.730
C 0.8682 -1.8865 1.9555 -0.078 0.064 0.053 -0.202
N 2.1681 -1.8542 0.2647 0.101 0.156 -0.477 0.318
H 2.6756 -3.7544 2.8476 -0.031 0.028 0.002 0.467
N 0.5705 -0.8226 1.2122 0.026 0.108 -0.216 -0.501
H 1.0048 -4.2954 -0.5559 -0.028 -0.006 0.006 0.208
N 1.3950 -0.8277 0.1689 -0.145 -0.087 0.364 0.223
H 1.5653 3.5361 -1.2693 -0.056 -0.034 -0.043 0.665
H -3.1151 -2.3230 -0.7591 -0.015 -0.005 -0.001 0.422
H 0.8188 3.2769 3.4301 0.004 0.009 -0.002 0.461
C 1.5159 -5.1636 -0.1219 0.030 -0.015 -0.010 -1.305
H 4.3971 0.3760 -3.0142 0.023 0.345 -0.114 0.770
H 3.4686 -3.8359 1.2695 0.035 0.034 0.023 0.261
H -3.5833 2.6642 -1.0994 -0.019 -0.006 -0.003 0.424
H 6.1667 -2.2771 -1.5179 0.018 0.090 0.002 0.471
C -3.4331 1.4710 0.6779 0.019 0.030 0.031 1.310
C 1.8116 2.5773 -0.8040 -0.122 0.058 -0.003 -1.462
C -2.7552 0.4628 2.8658 0.057 -0.018 0.128 -0.019
H 3.8955 -3.9422 -2.8465 0.011 0.024 0.046 0.399
H -4.9784 2.6839 -0.0481 -0.005 -0.007 0.018 0.440
C 5.2763 3.5548 0.3832 0.060 -0.010 0.003 -0.712
C -2.7215 -0.7785 2.1974 -0.085 0.024 0.106 -1.299
C 3.6698 0.7362 -2.2780 0.138 -0.310 -0.007 -1.744
H 1.4238 1.7988 -1.4554 0.049 -0.021 -0.014 0.238
C 3.8994 3.5001 0.2031 -0.015 -0.017 0.018 -0.574
C 2.5040 -3.8208 1.7738 0.099 -0.136 -0.015 -1.027
H 2.2257 -3.3165 -3.0931 0.004 -0.006 -0.030 0.409
H 3.5746 -2.6050 -4.0001 0.009 -0.015 -0.004 0.454
C -3.6261 0.2054 0.1411 0.022 -0.048 -0.023 -0.615
C -3.2403 -0.9228 0.8587 0.052 -0.007 -0.045 1.314
H -4.4961 -2.5114 0.2980 0.004 -0.008 0.010 0.401
H -0.0814 5.1025 0.0804 0.016 -0.009 0.003 0.581
H -4.0938 0.0932 -0.8295 0.008 0.008 -0.002 0.604
C 3.2981 2.5358 -0.5935 0.013 -0.070 0.035 0.735
H 2.2477 -5.8817 1.7593 0.002 -0.004 0.003 0.397
H 3.2887 4.2559 0.6797 0.000 0.002 -0.008 0.580
Sb 3.6448 -1.5596 -1.6096 0.143 -0.430 0.235 1.156
```
Positions in Å, forces in eV/Å.

Computed properties:
Gap between HOMO and LUMO (hartree): 0.2368
DFT total energy (Ha): -1833.18757
Charge: +4
Spin multiplicity: 1
Strongest force on any atom (eV/A): 0.512
E_LUMO (eV): -13.024

No. 3
C26H43AsBrF5NO7OsSSi as an isolated structure. Source: the Open Molecules 2025 dataset; level of theory: ωB97M-V/def2-TZVPD.

The geometry in XYZ format:
```
87
Properties=species:S:1:pos:R:3:forces:R:3:mulliken_spin:R:1
H -3.9806 -2.4817 1.5859 0.153 0.597 -0.082 0.000
C -2.7109 -1.7659 4.0764 -1.229 0.951 -0.610 0.001
C -2.3691 -1.4219 2.5792 -0.775 1.744 0.144 -0.001
H -1.8853 3.2645 1.1621 0.612 -1.093 -1.899 0.000
H -3.0719 -3.2493 -4.4194 -0.170 0.049 0.492 0.000
Br -1.3534 0.2682 0.0743 0.379 0.526 -0.131 0.036
C 0.0693 -0.2115 4.7171 -0.788 -0.420 0.752 0.000
H -3.5311 1.4205 4.8225 0.232 -0.308 -0.080 0.000
C 4.4996 1.0298 -2.8804 0.810 -0.303 0.837 0.014
H 2.5974 2.6544 -5.5244 -0.209 0.256 -0.539 0.000
C 4.5289 0.1235 -1.8224 1.011 0.259 0.415 0.009
H -4.8401 2.6775 2.5233 1.412 -1.124 -0.282 0.000
H -0.0293 -1.3142 4.6748 0.038 0.580 -0.504 0.000
C -3.6927 -1.4103 1.7052 0.871 -2.101 1.903 0.003
As 3.0236 1.0262 -4.0774 -0.040 0.935 -0.178 -0.002
H -3.3713 -2.6504 4.0564 0.167 0.405 0.347 0.000
H 1.0694 -3.2104 -4.2744 0.233 0.765 -0.600 0.002
F 0.6275 5.2322 -1.6389 -0.744 0.929 0.596 0.003
H -1.2633 -3.0352 -5.7181 -0.033 0.014 -0.081 0.000
O 1.4307 1.2995 -3.2444 0.515 0.235 -0.085 0.286
H 0.5525 -1.6190 -5.0737 0.106 -0.216 0.035 -0.002
H 0.8511 -1.2143 2.1512 0.415 0.495 0.559 0.004
H -3.6742 -0.9644 0.7432 0.185 0.564 -0.701 0.003
H 0.4591 -3.7249 -2.1958 0.092 0.056 -0.341 -0.001
C -2.2424 -2.8975 -3.7975 0.690 0.382 -1.088 0.002
C 5.7089 -0.0221 -1.0839 -1.130 0.270 -1.119 0.000
C 6.8238 1.5752 -2.3800 0.980 -0.039 0.154 0.002
C 0.3011 -2.4236 -4.3865 0.602 -0.910 0.787 0.011
C -2.1238 3.2966 2.1708 -0.995 1.455 2.465 0.001
H -0.8004 0.1249 5.3248 0.614 -0.003 -0.162 0.000
C -4.0964 1.8481 2.1980 -1.374 0.445 0.768 0.001
H -2.9951 4.0555 2.0885 1.438 -0.805 0.930 0.000
O 2.8235 -0.1382 -5.1441 -0.221 -0.667 -0.556 0.018
H 5.6454 2.5545 -3.8647 0.112 -0.134 -0.189 0.000
O -0.3585 -0.7486 -2.7778 0.166 -1.478 -0.502 0.082
H -1.2187 3.6907 2.6926 -1.031 0.136 -0.338 0.000
H 7.7639 2.1009 -2.5433 -0.525 0.311 -0.375 0.000
O 2.5000 -1.3092 -2.4618 -0.118 0.224 -0.286 0.000
H -0.6964 -2.6479 2.9500 -0.219 -0.243 -0.354 0.000
H -4.0466 1.9385 1.1217 0.229 0.000 -0.386 0.000
H 0.9779 -0.0948 5.3105 0.084 0.509 -0.083 0.000
H 1.6231 1.9517 3.9262 -0.362 0.436 0.393 0.000
C 0.1530 0.5040 3.3556 -0.468 0.121 -0.381 0.004
O 3.2642 2.5832 -4.8403 -0.036 -0.377 0.769 -0.001
C -2.6885 2.0320 2.8776 -1.402 -0.988 -2.093 0.000
H -3.4213 3.1419 4.6179 0.220 -0.350 -0.445 0.000
C -0.0053 2.9521 -1.4282 0.120 -0.078 -1.338 0.061
C 6.8559 0.6421 -1.3601 0.307 1.325 -0.217 -0.001
N 0.0175 -2.8299 -2.0339 -0.079 -0.733 0.755 0.010
Os 0.4096 0.8545 -1.7733 0.276 0.805 0.394 3.205
F -0.0232 3.1691 -0.1333 -0.210 0.134 2.030 0.005
H 0.7261 2.3742 2.4742 0.091 0.057 0.052 -0.001
O 2.2081 0.3384 -0.6723 -0.096 -0.406 -0.774 0.166
H -2.3510 -1.7874 -3.7173 -0.099 -0.817 0.084 -0.003
C -2.2682 -3.5863 -2.4278 -0.694 0.631 -0.439 0.001
H -0.8464 -2.3937 1.2469 -0.766 -0.195 -0.012 -0.006
F 0.9350 3.9506 -3.2960 -0.143 0.079 -1.679 0.001
H 1.5486 0.2995 1.6374 -0.337 0.350 -0.044 0.006
H -0.1457 2.5455 3.9475 0.018 0.775 1.051 0.000
H -3.1411 -0.9337 4.6757 -0.518 -0.429 -0.701 0.000
C -1.4539 -2.5359 2.1526 0.878 -0.783 0.771 0.005
H -4.6382 0.8979 2.3906 0.568 0.636 0.195 0.000
H 7.7209 0.6177 -0.7041 -0.085 -0.479 -0.211 0.000
S 3.1133 -0.7693 -1.2717 -0.483 0.033 1.056 0.020
H -1.8396 -1.9454 4.6521 0.842 -0.771 0.160 0.000
C 5.6828 1.7726 -3.1183 -1.296 0.302 -0.738 -0.003
C 0.9527 4.0162 -1.9930 0.118 -0.708 -0.336 0.019
O 3.4456 -1.6818 -0.2240 0.371 0.091 -0.194 0.018
H -4.4382 -0.9981 2.3418 -0.869 0.493 0.072 0.000
H -1.9258 2.2666 4.8481 -0.273 -0.226 0.457 0.000
H -0.8047 -4.3043 -4.5940 -0.034 0.527 -0.047 0.000
H -1.1693 -3.5907 -0.4989 -0.322 0.367 -0.421 -0.001
F 2.1857 3.8090 -1.5886 1.206 -0.547 0.635 -0.002
C -1.0046 -3.2179 -4.6788 -0.318 -0.256 -0.153 0.001
H -1.6969 -2.0119 -1.1989 0.103 0.405 0.568 0.005
H 2.0984 -0.3061 3.1812 -0.875 -0.352 -0.769 0.000
H -2.0956 -3.4650 2.1921 0.934 0.670 -0.537 0.000
C 1.1789 -0.2168 2.5208 1.493 -1.096 0.032 -0.011
F -1.2237 3.2771 -1.9466 -0.168 -0.314 0.161 -0.006
H -3.2855 -3.3453 -2.1329 -0.190 -0.475 0.763 0.000
C -2.9070 2.1887 4.3704 0.504 1.127 0.467 0.000
H 5.7367 -0.6675 -0.2993 -0.351 -1.869 2.184 0.001
C 0.6200 1.9739 3.4873 0.178 -1.387 -1.161 0.001
C -1.3049 -2.9854 -1.4103 -0.182 -0.675 0.126 -0.013
Si -1.5984 0.3997 2.5853 -0.009 -0.108 0.055 0.022
C 0.0732 -1.9529 -3.0119 -0.195 2.072 -0.195 0.020
H -2.1744 -4.6589 -2.5471 0.085 -0.262 0.025 0.000
```
Positions in Å, forces in eV/Å.

Computed properties:
Gap between HOMO and LUMO (alpha / beta) (hartree): 0.3132 / 0.2744
DFT total energy (Ha): -7685.10422
Charge: +1
Spin multiplicity: 5
<S²>: 6.017
Strongest force on any atom (eV/A): 3.030
E_LUMO (alpha / beta) (eV): -3.723 / -4.974